71
Properties=species:S:1:pos:R:3:lowdin_charge:R:1 method="wB97M-V/def2-TZVPD" gap_ev="7.828 / 5.241" mol_weight_da=632.5 e_tot_ha=-2575.94187 multiplicity=5 total_charge=+2
Rh -0.122 0.741 -0.266 0.6039
C -0.856 -4.602 0.805 -0.0322
C -1.615 -4.257 -0.442 -0.2688
C -2.198 -5.338 -1.080 -0.0374
C -2.986 -5.204 -2.205 -0.0426
C -3.179 -3.935 -2.725 -0.0629
C -2.616 -2.820 -2.100 -0.0939
C -1.843 -2.956 -0.940 -0.3361
P -1.303 -1.412 -0.129 1.1141
C 0.439 -1.783 0.370 -0.4189
C 0.756 -1.945 1.742 -0.1316
C 1.998 -2.421 2.122 -0.0714
C 2.913 -2.813 1.156 -0.0347
C 2.595 -2.716 -0.192 -0.0392
C 1.389 -2.187 -0.621 -0.3078
C 1.110 -1.935 -2.089 -0.0369
C -2.435 -1.248 1.273 -0.3241
C -3.398 -2.215 1.604 -0.0454
C -4.157 -2.032 2.748 -0.0508
C -4.008 -0.873 3.492 -0.0403
C -3.122 0.138 3.104 -0.0134
C -2.399 -0.012 1.912 -0.2943
C -1.685 1.052 1.052 -0.2599
H -1.083 -5.652 1.084 0.0984
H -1.109 -3.963 1.668 0.0789
H 0.234 -4.501 0.638 0.0890
H -2.018 -6.343 -0.648 0.1336
H -3.418 -6.087 -2.701 0.1303
H -3.793 -3.781 -3.625 0.1223
H -2.804 -1.820 -2.502 0.1079
H -0.020 -1.680 2.489 0.1297
H 2.220 -2.482 3.193 0.1284
H 3.891 -3.224 1.445 0.1338
H 3.320 -3.063 -0.950 0.1383
H 2.013 -2.113 -2.712 0.1055
H 0.769 -0.897 -2.270 0.0556
H 0.294 -2.574 -2.464 0.0844
H -3.547 -3.071 0.949 0.1155
H -4.897 -2.781 3.033 0.1250
H -4.630 -0.757 4.378 0.1233
H -2.990 1.022 3.732 0.1234
H -1.054 1.689 1.729 0.0677
H -2.507 1.699 0.688 0.0817
S 2.128 0.716 0.620 0.7651
C 2.875 2.235 0.946 -0.7110
N 3.803 2.830 0.167 0.0436
C 4.375 4.026 0.739 -0.1098
C 3.658 4.110 2.095 -0.1135
N 2.800 2.935 2.106 0.0524
H 4.140 2.369 -0.668 0.1519
H 4.163 4.905 0.106 0.1319
H 5.474 3.976 0.849 0.1381
H 3.086 5.033 2.202 0.1197
H 4.336 4.107 2.974 0.1385
H 2.105 2.733 2.805 0.1507
C -1.393 3.579 -3.283 -0.0752
O -0.685 3.791 -2.051 -0.3203
P 0.340 2.746 -1.311 0.6882
O 1.612 2.514 -2.286 -0.3541
C 2.218 3.489 -3.156 -0.0697
O 0.923 3.858 -0.265 -0.3420
C 0.024 4.684 0.482 -0.0882
H -1.562 4.573 -3.719 0.1057
H -2.364 3.093 -3.074 0.0976
H -0.782 2.974 -3.974 0.0902
H 2.103 3.138 -4.188 0.0996
H 3.293 3.554 -2.898 0.0943
H 1.721 4.461 -3.038 0.0966
H 0.466 4.851 1.467 0.0843
H -0.952 4.224 0.638 0.0817
H -0.051 5.650 -0.030 0.1054